{"formula": "C21H19N7O2STi", "method": "wB97M-V/def2-TZVPD", "elements": ["Ti", "O", "C", "C", "C", "C", "C", "C", "C", "O", "N", "N", "C", "C", "C", "C", "C", "C", "N", "H", "H", "H", "H", "H", "H", "H", "H", "H", "H", "C", "C", "N", "N", "C", "N", "S", "C", "C", "C", "C", "C", "N", "H", "H", "H", "H", "H", "H", "H", "H", "H"], "coordinates": [[0.8046, 0.6242, 0.2736], [-4.0351, -1.3245, 0.3560], [-3.2615, -2.2425, 0.9050], [-3.8230, -3.4998, 1.1741], [-3.0813, -4.4982, 1.7572], [-1.7363, -4.2860, 2.0946], [-1.1588, -3.0730, 1.8411], [-1.8928, -2.0247, 1.2384], [-1.2295, -0.7775, 1.0141], [0.0136, -0.6004, 1.3784], [-1.8831, 0.2764, 0.4843], [-1.0377, 1.3024, 0.4954], [-1.2138, 2.5690, 0.6496], [-0.0207, 3.2062, 1.1851], [0.0265, 4.5253, 1.6321], [1.1140, 4.9407, 2.3849], [2.1347, 4.0367, 2.6577], [2.0459, 2.7493, 2.1458], [1.0011, 2.3386, 1.4277], [-3.5915, -0.4569, 0.2763], [-4.8590, -3.6503, 0.9158], [-3.5386, -5.4542, 1.9625], [-1.1671, -5.0761, 2.5576], [-0.1283, -2.8812, 2.1065], [-2.1779, 3.0713, 0.5909], [-0.7969, 5.1925, 1.4315], [1.1517, 5.9488, 2.7679], [2.9763, 4.3258, 3.2672], [2.8321, 2.0127, 2.3226], [0.1176, 0.0880, -3.8985], [0.2800, -0.0936, -2.4389], [0.3275, 0.8969, -1.6033], [0.4222, 2.1991, -1.9695], [1.5678, 2.7041, -1.5826], [1.9101, 3.9697, -1.8104], [2.7553, 1.6733, -0.7668], [0.7011, -1.3586, -1.8177], [0.6562, -2.6130, -2.4198], [1.3350, -3.6651, -1.8203], [2.0322, -3.4426, -0.6412], [2.0027, -2.1743, -0.0764], [1.3605, -1.1633, -0.6492], [0.9639, 0.6755, -4.2642], [0.0871, -0.8562, -4.4308], [-0.7763, 0.6747, -4.1203], [1.3365, 4.5720, -2.3815], [2.8743, 4.2306, -1.6694], [0.1169, -2.7698, -3.3400], [1.3327, -4.6431, -2.2752], [2.6060, -4.2266, -0.1737], [2.5228, -1.9523, 0.8558]], "mulliken_charge": [-0.3967, -0.6019, 0.5577, -0.7142, -0.3448, -0.9830, -0.5187, 0.4069, 1.4342, -0.8396, -1.5424, 0.8379, -0.2464, 0.7237, -1.0900, -0.2402, -0.9252, 0.0591, 0.4355, 0.5299, 0.4869, 0.4259, 0.4567, 0.5113, 0.5383, 0.4924, 0.4784, 0.4534, 0.4497, -1.4662, 0.3241, 1.1755, -1.4785, 0.7295, -0.3632, -0.4308, 0.9918, -1.0697, -0.4711, -0.7779, -0.0156, 0.4657, 0.3425, 0.4331, 0.3598, 0.2776, 0.2482, 0.4586, 0.5042, 0.4909, 0.4369], "relative_energy_kcal_mol": 9.2, "total_charge": 2, "energy_ev": -70548.3772}

---

{"formula": "C21H20BF9NO7S", "method": "wB97M-V/def2-TZVPD", "elements": ["C", "C", "S", "C", "C", "N", "C", "O", "C", "C", "C", "O", "C", "O", "C", "C", "C", "C", "C", "C", "C", "C", "F", "F", "C", "F", "F", "C", "F", "F", "F", "H", "H", "H", "H", "H", "H", "H", "H", "H", "H", "H", "H", "H", "H", "H", "H", "H", "H", "H", "H", "B", "O", "C", "O", "C", "O", "O", "F", "F"], "coordinates": [[3.8679, -0.2755, 0.0261], [2.9445, -0.6819, 1.1727], [1.8929, -2.0888, 0.6928], [0.2502, -1.6089, 1.2794], [-0.7766, -1.5165, 0.1341], [-2.1279, -1.9504, 0.5634], [-3.0813, -1.0981, 0.0773], [-4.2383, -1.3581, -0.1256], [-2.4048, 0.2568, -0.0595], [-2.3297, 0.7465, 1.4170], [-3.6942, 0.7909, 2.1015], [-3.7810, -0.3250, 3.0088], [-4.9064, -1.0408, 2.9522], [-4.9685, -2.1533, 3.3493], [-3.2068, 1.2516, -0.8795], [-3.3129, 2.6104, -0.5438], [-4.0443, 3.5007, -1.3416], [-4.6835, 3.0438, -2.4887], [-4.6041, 1.6951, -2.8315], [-3.8722, 0.8151, -2.0321], [-0.9351, -0.0912, -0.4566], [-0.6114, -0.1712, -1.9444], [0.5896, -0.7702, -2.0993], [-1.5221, -0.9558, -2.5649], [-0.5149, 1.2015, -2.7005], [-0.6551, 2.2257, -1.8502], [-1.4669, 1.2718, -3.6427], [0.8253, 1.4210, -3.4464], [1.8434, 1.4477, -2.6106], [1.0174, 0.5056, -4.3709], [0.7576, 2.6101, -4.0484], [3.6489, 0.7239, -0.3426], [4.9050, -0.3028, 0.3317], [3.7750, -0.9523, -0.8151], [3.5380, -0.9451, 2.0407], [2.2765, 0.1224, 1.4690], [-0.0989, -2.3209, 2.0203], [0.3529, -0.6468, 1.7730], [-0.4566, -2.2570, -0.5927], [-2.3087, -2.9252, 0.3745], [-1.7279, 0.0616, 2.0022], [-1.8360, 1.7096, 1.4780], [-3.7538, 1.6969, 2.6991], [-4.5028, 0.7682, 1.3794], [-5.7931, -0.5286, 2.5672], [-2.8339, 3.0185, 0.3310], [-4.0872, 4.5383, -1.0528], [-5.2378, 3.7381, -3.1023], [-5.0969, 1.3208, -3.7143], [-3.8065, -0.2234, -2.3039], [-0.3071, 0.6403, 0.0353], [9.1084, -1.7194, 1.8629], [8.2416, -2.2409, 0.7553], [6.9846, -2.2196, 1.1333], [6.0307, -2.5632, 0.4845], [6.9159, -1.6562, 2.5618], [5.9039, -1.4859, 3.1934], [8.1377, -1.3817, 2.9559], [9.7837, -0.5820, 1.4516], [9.9934, -2.6964, 2.2861]], "mulliken_charge": [-1.1017, -0.2763, -0.1489, -1.2232, -1.0595, -0.0883, -0.4049, -0.6511, 3.4454, -1.7520, -0.9180, -0.3853, 0.2028, -0.4786, -0.7436, -0.0544, -0.9864, -0.5300, -1.1353, -0.1399, -0.5880, 0.0553, -0.3073, -0.3443, 0.8026, -0.2955, -0.3029, 0.5725, -0.1963, -0.2474, -0.2675, 0.2790, 0.1891, 0.3310, 0.4555, 0.3420, 0.4519, 0.3415, 0.9511, 0.3843, 0.6243, 0.6350, 0.3932, 0.5160, 0.3800, 0.3318, 0.4363, 0.4167, 0.4453, 0.4234, 1.1887, 0.5005, -0.4241, 0.6442, -0.6233, 0.6619, -0.6173, -0.4193, -0.3431, -0.3473], "total_charge": -1, "energy_ev": -73902.7649}

---

{"formula": "C21H20BrN3O4S", "method": "wB97M-V/def2-TZVPD", "elements": ["C", "C", "O", "C", "O", "N", "C", "C", "C", "C", "C", "Br", "C", "C", "N", "O", "O", "C", "H", "H", "H", "H", "H", "H", "H", "H", "H", "C", "S", "C", "C", "C", "C", "C", "C", "C", "N", "C", "C", "H", "H", "H", "H", "H", "H", "H", "H", "H", "H", "H"], "coordinates": [[-5.2412, 0.5334, 2.5561], [-4.3273, -0.6563, 2.5524], [-2.9722, -0.1267, 2.7075], [-2.0999, -1.1513, 2.7061], [-2.4315, -2.3233, 2.5794], [-0.7971, -0.6792, 2.8673], [0.3134, -1.5367, 2.7756], [0.3151, -2.8869, 2.4501], [1.5515, -3.5188, 2.2629], [2.7366, -2.7775, 2.4346], [2.7064, -1.4094, 2.7452], [4.2969, -0.4737, 3.1337], [1.4732, -0.7643, 2.8510], [1.0144, 0.6235, 2.9584], [1.8405, 1.7709, 2.7763], [2.7418, 1.7314, 1.9121], [1.6228, 2.7962, 3.4732], [-0.3558, 0.6414, 3.0064], [-6.2767, 0.1935, 2.4688], [-5.1469, 1.1034, 3.4876], [-5.0331, 1.2023, 1.7135], [-4.5350, -1.3362, 3.3872], [-4.3838, -1.2212, 1.6127], [-0.6340, -3.3968, 2.3375], [1.5943, -4.5774, 1.9923], [3.6988, -3.2677, 2.3285], [-1.0431, 1.4728, 3.0394], [-0.2617, 4.4857, 1.7456], [-0.8940, 4.9083, 3.3959], [-2.2561, 6.0170, 2.9035], [-1.7536, 3.4945, 3.8192], [-1.5758, 2.8780, 5.0686], [-2.5801, 2.0127, 5.6015], [-2.2754, 1.1953, 6.6662], [-0.9787, 1.1741, 7.2003], [-0.6662, 0.2503, 8.2518], [-0.4234, -0.5175, 9.0989], [-0.0100, 2.0803, 6.7318], [-0.3345, 3.0011, 5.7597], [0.6763, 3.9395, 1.8881], [-1.0072, 3.8682, 1.2336], [-0.0930, 5.4306, 1.2185], [-2.5589, 6.5561, 3.8055], [-1.8610, 6.7020, 2.1495], [-3.0781, 5.4076, 2.5185], [-2.6071, 3.2868, 3.1727], [-3.5778, 2.0331, 5.1535], [-3.0426, 0.5526, 7.1054], [0.9948, 2.0699, 7.1607], [0.3776, 3.7753, 5.4676]], "mulliken_charge": [-1.1135, -0.2983, -0.2087, 0.4760, -0.6332, 0.4070, -0.1883, -0.7225, -0.7790, -0.3425, -0.0818, -0.1564, -0.0094, 1.2525, 0.9139, -0.5160, -0.5305, -1.3550, 0.4432, 0.1943, 0.2659, 0.3292, 0.3462, 0.5489, 0.3884, 0.3900, 0.9013, -0.9989, 0.2981, -1.0625, -0.8732, 0.8744, -0.5780, -0.6281, 0.4910, 0.0097, -0.5791, -0.8440, -0.6188, 0.1642, 0.3038, 0.5155, 0.3522, 0.4302, 0.3122, 0.7555, 0.4570, 0.4425, 0.4662, 0.3885], "relative_energy_kcal_mol": 144.8, "energy_ev": -115634.7618}

---

{"formula": "C21H20ClCoF3N3O6S3", "method": "wB97M-V/def2-TZVPD", "elements": ["Co", "Cl", "C", "C", "C", "C", "O", "C", "C", "N", "C", "C", "C", "C", "C", "C", "C", "C", "N", "C", "C", "H", "H", "H", "H", "H", "H", "H", "H", "H", "H", "O", "S", "N", "C", "C", "S", "O", "C", "C", "H", "H", "H", "H", "H", "H", "H", "H", "H", "H", "F", "C", "F", "F", "S", "O", "O", "O"], "coordinates": [[0.4899, -0.3534, -0.6747], [1.6617, 5.9665, -3.1854], [1.5324, 4.5366, -2.2068], [2.5513, 4.2275, -1.2977], [2.4614, 3.1051, -0.5160], [1.3656, 2.2171, -0.6115], [1.3326, 1.1635, 0.1522], [0.3281, 2.5540, -1.5320], [-0.8965, 1.8207, -1.6668], [-1.1647, 0.6772, -1.1249], [-2.4578, 0.1051, -1.1902], [-3.4004, 0.5549, -2.1146], [-4.7105, 0.1097, -2.1013], [-5.1150, -0.7789, -1.1343], [-4.2022, -1.2961, -0.2061], [-4.6607, -2.1877, 0.8069], [-3.7772, -2.6641, 1.7556], [-2.4484, -2.3631, 1.6467], [-1.9664, -1.5690, 0.6205], [-2.8370, -0.9020, -0.2759], [0.4388, 3.7241, -2.3112], [3.4077, 4.8839, -1.2182], [3.2414, 2.8576, 0.1912], [-1.6584, 2.3482, -2.2373], [-3.1119, 1.2650, -2.8743], [-5.4109, 0.4767, -2.8390], [-6.1440, -1.1092, -1.0780], [-5.7101, -2.4418, 0.8375], [-4.1066, -3.2833, 2.5775], [-1.6878, -2.7253, 2.3214], [-0.3545, 3.9781, -3.0033], [-1.4489, -4.0864, -0.3470], [-0.2901, -3.2396, -0.2052], [-0.6182, -1.7942, 0.3281], [5.0710, -1.7430, -1.9243], [4.8650, -1.9050, -0.4254], [3.3928, -0.9926, 0.0628], [2.2060, -1.8238, -0.4023], [3.4328, -1.1804, 1.8552], [3.4642, -2.6200, 2.3383], [5.9862, -2.2512, -2.2275], [5.1550, -0.6905, -2.1966], [4.2362, -2.1708, -2.4777], [5.6883, -1.4907, 0.1620], [4.7213, -2.9510, -0.1489], [2.5240, -0.6625, 2.1684], [4.2784, -0.5868, 2.2087], [2.7446, -3.2210, 1.7807], [3.1996, -2.6670, 3.3944], [4.4519, -3.0643, 2.2225], [-0.1825, -1.6502, -5.5225], [0.4258, -0.6774, -4.8455], [-0.4868, 0.2537, -4.5318], [1.3366, -0.1145, -5.6399], [1.1929, -1.3395, -3.3091], [2.1912, -2.2718, -3.7331], [0.0592, -1.8766, -2.5753], [1.6625, -0.1440, -2.6112]], "mulliken_spin": [2.7536, 0.0008, 0.0096, -0.0052, 0.0114, -0.0044, 0.0782, 0.0260, -0.0199, 0.0446, -0.0584, 0.1097, -0.0340, 0.0831, -0.0550, 0.3980, -0.1365, 0.3138, 0.0627, 0.0624, -0.0074, -0.0003, -0.0007, 0.0037, 0.0243, -0.0008, 0.0001, 0.0221, -0.0056, 0.0304, -0.0001, 0.0685, 0.1881, -0.0270, 0.0000, 0.0009, -0.0029, 0.0171, 0.0003, -0.0005, 0.0000, 0.0002, -0.0003, 0.0002, -0.0002, 0.0000, -0.0006, 0.0014, -0.0002, 0.0000, 0.0001, 0.0013, -0.0001, 0.0004, 0.0018, 0.0034, 0.0169, 0.0252], "relative_energy_kcal_mol": 15.3, "multiplicity": 5, "energy_ev": -129663.2322}